# C64H144F2NO4P4S2

C64H144F2NO4P4S2 as an isolated structure in a non-equilibrium geometry (ωB97M-V/def2-TZVPD, the OMol25 dataset).

Element x y z (Å)
H  -0.47  -6.40  -0.03
H  1.52  -3.49  4.12
C  -4.42  -0.48  -6.95
H  7.68  2.62  2.46
H  3.80  -1.18  2.31
C  -6.66  -0.47  -8.10
O  -0.55  -0.75  -2.06
H  -0.71  -2.51  -7.21
H  -1.70  0.41  5.62
C  -3.29  3.92  1.41
C  4.29  5.49  2.09
O  -0.83  1.48  0.15
C  -1.15  2.82  -5.01
C  -5.32  -1.17  -7.94
H  0.48  -2.94  2.80
C  -2.21  0.44  -4.54
H  -2.19  -7.23  0.94
H  2.31  -6.13  4.16
C  -6.88  -2.67  -2.58
H  0.19  -6.72  -3.67
H  2.49  -2.46  -4.79
C  3.17  -1.62  3.00
H  -0.70  2.79  -3.97
C  0.04  -1.95  -6.50
H  8.96  7.63  -2.56
H  3.34  -0.52  -0.76
C  7.98  7.20  -2.31
C  2.47  -2.15  -5.88
C  2.50  -10.14  3.56
H  -6.08  5.61  2.49
C  -4.81  4.50  3.88
H  9.01  5.77  -0.99
H  0.99  6.51  1.69
H  -6.03  -2.35  0.76
H  -3.23  -5.97  0.26
H  -4.42  -1.82  0.34
H  -2.88  2.17  4.89
H  -2.46  4.59  1.62
H  1.18  -7.66  -2.46
H  7.67  1.31  6.44
H  2.53  5.31  3.28
S  0.53  0.99  0.42
H  -3.46  3.02  -2.62
H  -4.90  -1.22  -8.93
H  -4.88  -3.36  -2.29
H  -0.57  3.30  -6.96
N  0.67  -0.60  0.28
H  -6.89  4.29  3.42
H  3.26  -6.06  2.78
C  6.93  5.68  -0.60
C  4.14  -1.98  4.19
H  3.68  -2.57  4.99
C  -0.18  3.47  -5.95
H  6.39  2.68  -1.08
H  3.85  4.22  0.42
H  4.92  5.49  2.98
H  -4.94  -0.64  -3.68
H  8.45  3.37  5.00
H  -8.09  7.49  4.90
H  -0.17  2.32  4.93
H  0.47  1.13  3.69
H  3.38  -2.49  -6.36
C  6.33  2.28  -0.08
H  -0.94  2.72  2.50
H  6.10  1.43  5.67
H  5.61  0.48  -1.81
C  -4.31  4.61  0.41
H  -0.27  -5.06  -1.90
H  5.58  3.83  4.38
H  7.36  1.93  0.13
C  -3.15  -1.31  -6.77
C  6.60  3.70  3.99
H  -5.33  4.19  0.53
P  6.10  3.56  1.17
C  2.98  -8.71  3.63
H  1.70  -10.37  4.26
H  6.74  5.00  -1.46
H  5.29  0.79  1.19
C  0.58  -5.78  -1.79
C  -3.92  3.05  -1.61
C  1.29  -2.73  -6.64
C  7.36  3.10  5.18
H  -5.69  1.76  3.48
P  -2.39  -1.23  -5.15
H  -4.38  5.66  0.73
H  3.89  -8.68  3.12
H  -5.05  -0.40  -6.03
C  2.55  -2.84  2.30
H  1.44  -5.16  -2.12
H  3.10  -8.45  4.66
H  -5.51  -2.19  -7.65
C  -3.93  4.46  -1.08
H  -3.40  2.35  -0.98
C  7.14  1.64  5.55
C  -3.37  -2.06  -3.85
C  1.37  -3.51  3.04
F  1.40  1.35  -0.83
H  -6.10  0.32  0.55
H  -0.08  -0.28  5.62
C  -1.48  1.40  -5.51
C  5.28  1.16  0.14
H  -0.47  -5.67  3.98
H  -2.14  3.71  4.25
H  2.29  -2.55  1.24
C  -5.43  -2.40  -2.48
C  -2.57  2.73  3.98
H  -1.76  1.19  2.50
H  -7.10  -3.39  -3.38
C  1.27  -5.17  0.64
H  -3.53  0.59  1.53
C  -6.54  6.08  4.55
H  6.97  4.69  3.82
O  -1.16  -2.19  -0.32
H  0.16  -0.98  -6.91
H  2.46  -0.86  3.32
H  -2.43  -1.18  -7.53
H  -7.48  -0.97  -8.66
C  4.36  4.12  1.42
C  4.32  -0.92  -0.87
C  -5.59  -0.25  1.35
H  -6.35  -0.43  2.16
O  1.37  1.50  1.46
H  6.15  1.90  2.79
H  1.14  -7.17  -0.12
H  -5.75  6.79  4.64
H  -4.70  4.94  -1.69
C  -5.19  -1.72  1.10
H  8.47  7.28  -0.33
C  -0.45  1.47  4.19
H  -4.93  -2.21  2.04
H  -6.46  0.51  -8.44
H  -0.57  -7.52  -2.34
H  -4.94  2.66  -1.80
P  -3.96  3.22  2.93
H  7.23  8.02  -2.23
C  -0.47  -5.68  2.90
H  -7.35  -1.78  -2.91
H  4.67  -1.18  4.66
H  1.92  -10.27  2.65
C  -4.85  -1.72  -3.72
H  -7.68  7.38  3.24
C  0.33  -6.97  -2.62
H  0.92  -7.96  3.48
H  1.58  4.99  1.07
H  -5.28  -1.96  -4.66
H  3.34  -3.56  2.20
H  4.41  -1.66  -0.06
C  0.62  -6.22  -0.29
H  1.46  -2.87  -7.70
C  5.44  0.04  -0.88
H  2.09  6.65  0.46
C  8.19  6.48  -0.98
H  7.41  0.94  4.73
H  4.90  6.16  1.54
C  -1.62  -4.81  2.35
H  -3.83  -4.96  2.33
H  2.37  -5.19  0.50
H  -3.99  5.26  3.92
H  -0.11  -1.36  -4.30
H  0.77  2.99  -5.78
H  4.39  -1.63  -1.73
H  -1.37  -4.48  1.33
H  -1.70  -3.88  2.90
H  1.02  -4.15  0.41
H  -1.77  0.46  -3.52
C  7.12  5.01  0.73
H  3.26  -10.86  3.76
H  -3.03  -6.18  3.22
C  -2.95  -5.59  2.29
H  4.93  -2.54  3.70
H  7.69  6.52  -3.10
H  6.99  3.68  6.02
C  -1.45  2.01  3.20
H  -5.21  -1.69  -1.65
C  -6.13  5.12  3.48
H  -3.94  -7.28  1.27
H  -2.80  -1.85  -2.93
C  -0.62  -1.91  -5.11
H  -0.58  -2.96  -4.70
H  -2.83  3.07  0.98
C  -0.87  0.22  4.97
H  -0.04  4.51  -5.76
H  -3.33  -3.16  -3.96
H  1.16  -3.74  -6.24
H  -4.18  0.52  -7.32
H  3.81  3.27  1.91
H  8.10  4.59  0.81
C  -5.07  1.87  2.57
H  -0.63  -6.67  2.50
H  4.32  1.62  0.08
H  -0.53  0.97  -5.65
H  1.73  -8.24  1.92
P  1.12  -5.20  2.42
C  -3.10  -6.59  1.13
C  -4.49  0.52  2.07
H  -1.16  -0.50  4.18
H  6.14  6.43  -0.52
H  -7.15  -0.34  -7.17
H  -3.31  -2.38  -6.92
C  2.92  5.97  2.48
H  -2.07  1.46  -6.40
H  6.30  -0.52  -0.54
H  2.97  6.93  3.02
H  -8.52  6.05  3.94
H  -7.42  -2.94  -1.62
H  7.09  5.80  1.45
H  -3.21  0.85  -4.47
H  -4.20  -0.02  2.99
C  1.86  6.03  1.34
C  2.25  -6.33  3.14
H  2.39  -1.07  -5.98
H  -5.65  2.36  1.83
H  -4.83  4.00  4.86
F  0.96  -2.46  -1.40
H  -6.70  5.59  5.57
C  1.91  -7.85  2.95
H  -2.02  3.47  -4.87
C  -7.74  6.77  4.11
C  6.66  2.88  2.71
S  -0.14  -1.37  -0.88
H  -3.00  4.97  -1.26

Kohn-Sham gap = 10.95 eV
Total charge = +3
Lowest unoccupied orbital energy = -4.603 eV
Spin multiplicity = 1